Density functional theory data (the ωB97M-V functional and the def2-TZVPD basis) for a cluster of 7 separate species, C15H44O15S4 in total at a distorted geometry.

Positions of all 78 atoms, in Å:
O  -2.687  -1.180  2.593
S  -1.777  -2.339  2.641
O  -0.388  -2.129  2.365
O  -1.979  -3.183  4.035
C  -1.048  -4.173  4.317
C  -0.403  -4.004  5.708
C  -2.509  -3.558  1.511
H  -0.194  -4.123  3.642
H  -1.497  -5.122  4.026
H  0.016  -3.021  5.923
H  0.494  -4.621  5.764
H  -1.171  -4.336  6.406
H  -3.593  -3.571  1.623
H  -2.142  -4.566  1.700
H  -2.293  -3.304  0.474
O  3.298  -4.734  -1.093
S  2.856  -3.672  -2.072
O  3.807  -2.778  -2.650
O  1.914  -4.487  -3.193
C  1.048  -3.881  -4.197
C  1.415  -4.640  -5.507
C  1.470  -2.843  -1.205
H  1.174  -2.798  -4.198
H  0.007  -4.129  -3.991
H  2.482  -4.675  -5.725
H  0.930  -4.136  -6.343
H  1.171  -5.701  -5.550
H  2.011  -2.221  -0.492
H  1.070  -3.672  -0.622
H  0.750  -2.501  -1.949
O  4.132  1.089  1.532
S  4.063  0.051  0.458
O  3.558  -1.313  0.724
O  3.238  0.569  -0.874
C  2.319  1.535  -0.681
C  2.067  2.146  -2.154
C  5.707  0.049  -0.474
H  2.767  2.312  -0.061
H  1.417  1.069  -0.284
H  1.649  1.460  -2.890
H  2.940  2.609  -2.613
H  1.467  3.049  -2.032
H  6.529  0.038  0.242
H  5.644  1.000  -1.003
H  5.790  -0.832  -1.110
O  -2.965  2.034  0.525
S  -1.819  1.691  -0.350
O  -1.954  1.801  -1.770
O  -0.430  2.422  0.203
C  -0.427  2.824  1.571
C  -1.115  4.176  1.865
C  -1.494  -0.076  -0.008
H  0.592  3.021  1.906
H  -0.810  2.132  2.322
H  -2.094  4.133  2.342
H  -1.264  4.781  0.971
H  -0.567  4.817  2.556
H  -0.950  -0.393  -0.898
H  -2.360  -0.706  0.193
H  -0.737  -0.123  0.775
C  -1.764  -1.662  -3.765
O  -0.522  -0.965  -3.753
H  -1.858  -2.359  -4.598
H  -1.940  -2.166  -2.815
H  -2.563  -0.924  -3.708
H  -0.663  -0.369  -4.493
C  -0.407  7.964  5.289
O  -0.129  7.152  4.211
H  0.477  8.226  5.871
H  -0.794  8.925  4.953
H  -1.231  7.625  5.918
H  -0.807  7.335  3.558
C  -4.415  4.078  -2.299
O  -5.266  3.790  -1.210
H  -4.385  3.294  -3.056
H  -4.662  5.021  -2.785
H  -3.443  4.181  -1.816
H  -4.750  3.589  -0.426

## Properties
Charge   +1
Largest force on an atom   0.09211 hartree/bohr
LUMO level (spin up / spin down)   -0.1231 / -0.3778 Ha
E_HOMO (spin up / spin down)   -12.105 / -12.105 eV
Expectation value of S²   0.75
Spin multiplicity   2
E   -3318.659847 hartree

Mulliken atomic charge list, values in e, 6 entries: -0.609, 1.107, -0.523, -0.250, -0.243, -1.226